33
Properties=species:S:1:pos:R:3:forces:R:3:nbo_charge:R:1 method="wB97M-V/def2-TZVPD" largest_force_ev_per_a=0.930 e_tot_ev=-86408.3090 e_lumo_ev=-17.461 multiplicity=1 gap_ev=6.01 relative_energy_kcal_mol=14.1 charge=+4
Zr -0.37642 0.90858 -0.12433 0.3747 0.1338 -0.4635 2.3735
N 1.59678 0.75156 0.77181 0.8652 -0.2243 0.2564 -0.9376
C 2.19004 0.98673 -0.60789 -0.2447 0.5674 0.0895 -0.3126
C 2.06409 2.46188 -1.00667 -0.0453 -0.1737 -0.2140 -0.4598
C 0.65313 3.11907 -0.99525 0.3320 -0.1070 0.5630 -0.4794
C 0.11928 3.66423 0.37369 -0.0181 0.1547 -0.2997 -0.2693
N -0.71968 2.65507 1.14944 -0.1337 0.2623 0.2996 -0.9462
H 1.99111 1.46084 1.40015 -0.1513 0.0602 0.1178 0.4648
H 1.96101 -0.12471 1.16614 -0.1631 -0.1174 0.0164 0.4774
H 1.68726 0.30511 -1.34572 0.0757 -0.0851 0.0835 0.2281
H 3.24900 0.71169 -0.62407 -0.0773 -0.3483 -0.0911 0.3579
H 2.48534 2.55872 -2.01080 -0.0903 -0.0710 -0.0462 0.3236
H 2.72304 3.06526 -0.37340 -0.0761 -0.0042 0.0973 0.2937
H -0.12886 2.50760 -1.55715 0.0209 0.4390 -0.4920 0.1511
H 0.74715 3.99983 -1.63729 -0.2929 -0.0775 -0.1877 0.3821
H -0.48408 4.55158 0.18357 -0.1523 -0.0928 0.0112 0.3047
H 0.96051 3.98660 0.98625 0.0369 -0.1115 0.0406 0.2792
H -1.69144 2.98606 1.16126 -0.1046 -0.0162 0.0155 0.4756
H -0.46039 2.68623 2.14179 0.0291 -0.1609 0.0795 0.4824
C -0.15500 -4.86135 0.34348 0.2963 -0.3765 0.2331 -0.6793
C -0.88523 -3.58244 0.16303 -0.2049 0.4390 -0.0759 0.0535
C -2.28950 -3.54593 0.05223 0.2819 -0.0408 0.0496 0.0257
C -2.98573 -2.34514 -0.14468 -0.2642 0.2581 -0.0640 -0.2290
C -2.22588 -1.22094 -0.19566 -0.0837 0.3475 -0.1531 0.2070
Br -2.98869 0.59034 -0.59646 0.1363 -0.6813 0.1933 0.3524
N -0.87711 -1.16870 -0.06351 -0.2694 0.2430 0.0668 -0.7290
C -0.22350 -2.35663 0.10782 0.0858 -0.5125 0.0660 0.0839
H -0.78640 -5.71605 0.10855 -0.0112 0.0250 -0.0732 0.2862
H 0.15819 -4.98219 1.38734 -0.0781 0.0748 -0.0065 0.2935
H 0.75346 -4.92280 -0.25747 -0.0624 0.0871 -0.0829 0.2775
H -2.85321 -4.47298 0.10862 -0.0310 0.0051 -0.0231 0.3049
H -4.06452 -2.33201 -0.26080 0.0097 0.0316 -0.0016 0.3227
H 0.85628 -2.32512 0.19594 0.0097 0.0723 -0.0048 0.2408